Entry from the OMol25 dataset: the molecule C5H10N2 (ωB97M-V/def2-TZVPD).

## Properties
Charge: 0
ΔE to the lowest compared entry with this formula, charge and spin: 2.672 eV
Frontier orbital gap: 9.830 eV
M: 98.15 g/mol
HOMO level: -8.86 eV

Geometry as XYZ:
```
17
Properties=species:S:1:pos:R:3:nbo_charge:R:1
N -1.65518 -0.77803 2.05425 -0.40
N 2.06124 0.06245 -1.19603 -0.83
C 1.07740 1.08512 -1.22616 -0.19
C -1.26660 0.07785 0.91571 -0.05
C -1.01684 -0.33192 -0.33576 -0.25
C -0.42230 0.60465 -1.35983 -0.46
C -0.67616 -1.34824 2.65402 -0.03
H -1.20757 -1.36081 -0.56158 0.21
H -0.40315 0.17039 -2.39640 0.21
H -1.03745 1.56110 -1.20395 0.22
H -1.39514 1.21774 1.13816 0.20
H 0.44463 -1.18445 2.49303 0.15
H 1.68310 -0.85938 -1.58466 0.35
H 1.10435 1.66452 -0.32876 0.19
H -0.86542 -2.03832 3.42189 0.17
H 2.21935 -0.24191 -0.23282 0.35
H 1.35573 1.69923 -2.25109 0.18
```

=====

Entry from the OMol25 dataset: the molecule C5H10N2 (ωB97M-V/def2-TZVPD).

## Properties
Charge: 0
ΔE to the lowest compared entry with this formula, charge and spin: 2.274 eV
Frontier orbital gap: 10.695 eV
M: 98.15 g/mol
HOMO level: -9.47 eV

Geometry as XYZ:
```
17
Properties=species:S:1:pos:R:3:nbo_charge:R:1
N -0.22274 -1.29128 1.22426 -0.57
N 1.10319 -0.05611 -1.07963 -0.58
C -0.87472 -2.11247 0.19677 -0.26
C 0.50753 1.25945 -0.77826 -0.07
C -0.34967 0.05890 -0.97464 -0.10
C 0.64241 1.88103 0.59260 -0.64
C -1.03207 -0.63682 0.20186 -0.11
H 0.77882 -1.17046 1.01052 0.33
H 0.64918 1.98275 -1.58776 0.20
H 1.66641 2.23284 0.75731 0.21
H 0.38565 1.16712 1.38026 0.22
H -0.90763 -0.12430 -1.89730 0.21
H 1.46385 -0.50547 -0.21956 0.32
H -1.61655 -2.83868 0.53154 0.20
H -0.02517 2.74498 0.69263 0.22
H -0.24578 -2.47321 -0.61817 0.19
H -1.92269 -0.11827 0.56758 0.21
```

=====

Entry from the OMol25 dataset: the molecule C5H10N2 (ωB97M-V/def2-TZVPD).

## Properties
Charge: 0
ΔE to the lowest compared entry with this formula, charge and spin: 3.432 eV
Frontier orbital gap: 8.189 eV
M: 98.15 g/mol
HOMO level: -7.71 eV

Geometry as XYZ:
```
17
Properties=species:S:1:pos:R:3:nbo_charge:R:1
N -0.11357 0.39383 1.10636 -0.24
N -0.17057 0.21236 -0.23371 -0.21
C -0.87174 -0.57161 -2.24870 -0.24
C -0.85871 -0.66073 -0.90086 -0.05
C -0.13785 0.24785 -3.06941 -0.34
C 1.10207 1.18043 1.38013 -0.41
C -0.14387 -0.59901 2.15416 -0.45
H 1.95967 0.62826 1.04475 0.18
H -1.38649 -1.46378 -0.47962 0.17
H 0.66215 0.80204 -2.69500 0.19
H -1.38166 -1.39621 -2.69204 0.20
H 0.54394 -1.40724 2.08620 0.18
H -1.07604 -1.20074 2.31212 0.20
H 0.06747 -0.13786 3.12646 0.21
H -0.39302 0.41129 -4.08012 0.19
H 1.25729 1.51974 2.42388 0.20
H 0.94092 2.04139 0.76542 0.22
```

=====

Entry from the OMol25 dataset: the molecule C5H10N2 (ωB97M-V/def2-TZVPD).

## Properties
Charge: 0
ΔE to the lowest compared entry with this formula, charge and spin: 0.726 eV
Frontier orbital gap: 9.745 eV
M: 98.15 g/mol
HOMO level: -8.68 eV

Geometry as XYZ:
```
17
Properties=species:S:1:pos:R:3:nbo_charge:R:1
N 1.39000 -0.63655 -0.26201 -0.50
N 1.80539 1.60464 -0.31548 -0.81
C -0.16263 0.89821 0.86889 -0.31
C -1.79543 -0.04083 -0.82045 -0.66
C -1.38752 0.50678 0.50768 -0.12
C 0.87920 -1.82703 0.35265 -0.43
C 1.04041 0.53988 0.09675 0.40
H 0.12877 -1.65131 1.13323 0.18
H 1.71932 -2.37549 0.78577 0.20
H -0.94049 -0.16262 -1.48056 0.23
H -2.21691 0.69919 1.18274 0.20
H 1.33603 2.47951 -0.48497 0.38
H 2.55223 1.37197 -0.95185 0.39
H -2.51977 0.62698 -1.29012 0.22
H 0.45172 -2.46090 -0.42788 0.19
H 0.00963 1.43145 1.79550 0.22
H -2.28994 -1.00389 -0.68987 0.22
```

=====

Entry from the OMol25 dataset: a cluster of 2 separate species, C5H10N2 in total (ωB97M-V/def2-TZVPD).

## Properties
Charge: +2
ΔE to the lowest compared entry with this formula, charge and spin: 1.203 eV
Frontier orbital gap: 10.297 eV
M: 98.15 g/mol
HOMO level: -20.23 eV

Geometry as XYZ:
```
17
Properties=species:S:1:pos:R:3:nbo_charge:R:1
N 3.40304 1.06090 0.43656 -0.59
N 1.35304 0.36920 -0.27053 -0.60
C -4.40574 -0.15558 0.23949 -0.82
C 2.65113 0.10432 0.00432 0.62
C 3.11496 -1.26651 -0.19898 -0.70
C -3.30263 0.58282 -0.16204 0.28
C 0.21550 0.52356 -0.49731 0.47
H 2.40046 -1.98897 0.20264 0.29
H -4.80428 -0.74614 -0.62064 0.39
H 3.07354 2.01814 0.55756 0.46
H 4.38354 0.89194 0.65944 0.46
H -3.32345 1.17143 -1.07930 0.23
H -2.36974 0.60867 0.39743 0.23
H 3.16291 -1.47723 -1.27397 0.31
H -4.32862 -0.73665 1.15701 0.29
H 4.10047 -1.43882 0.22792 0.28
H -5.32412 0.47893 0.22041 0.39
```

=====

Entry from the OMol25 dataset: the ion C5H10N2 with charge +2 (ωB97M-V/def2-TZVPD).

## Properties
Charge: +2
ΔE to the lowest compared entry with this formula, charge and spin: 4.355 eV
Frontier orbital gap (spin up / spin down): 8.993 / 8.544 eV
M: 98.15 g/mol
HOMO level (spin up / spin down): -20.29 / -20.37 eV

Geometry as XYZ:
```
17
Properties=species:S:1:pos:R:3:nbo_charge:R:1
N 0.90497 1.29055 0.19600 -0.10
N -0.69096 -0.91747 -0.25704 -0.30
C 0.27836 -0.92909 0.84482 -0.28
C 0.93458 0.42497 1.07384 0.20
C -0.75518 0.07787 -1.04098 0.45
C 1.28770 2.49516 -0.33807 -0.50
C -1.61776 -1.99633 -0.34777 -0.44
H 1.10721 -1.71163 0.62984 0.32
H 2.03794 2.99170 0.37626 0.32
H 1.93734 2.53995 -1.32858 0.33
H 0.39495 3.11179 -0.49197 0.29
H -2.53950 -1.62142 -0.35786 0.25
H -1.43522 -2.51110 -1.30137 0.27
H -1.59941 -2.74961 0.44557 0.28
H 1.16739 0.54146 2.16328 0.32
H -1.26573 0.24062 -2.04071 0.30
H -0.14668 -1.27741 1.77474 0.29
```

=====

Entry from the OMol25 dataset: the molecule C5H10N2O (ωB97M-V/def2-TZVPD).

## Properties
Charge: 0
ΔE to the lowest compared entry with this formula, charge and spin: 2.964 eV
Frontier orbital gap: 8.383 eV
M: 114.15 g/mol
HOMO level: -7.55 eV

Geometry as XYZ:
```
18
Properties=species:S:1:pos:R:3:nbo_charge:R:1
O 0.82742 1.65355 -0.87142 -0.68
N -1.91068 0.96919 0.50118 -0.73
N -1.90671 -1.33391 0.29111 -0.87
C 1.89752 0.08899 1.34722 -0.66
C -0.54556 -0.07626 -1.62875 -0.53
C -1.47271 -0.08044 -0.02937 0.54
C 1.03339 -0.44286 0.24475 -0.36
C 0.59006 0.31155 -0.81740 0.35
H -2.91189 -1.42449 0.32744 0.40
H 1.50476 1.03443 1.73736 0.20
H -0.87359 0.68837 -2.32491 0.24
H 0.97041 -1.51631 0.14898 0.20
H 1.93005 -0.62005 2.17328 0.23
H 1.47375 1.89637 -0.19697 0.49
H -0.54588 -1.10870 -1.95758 0.22
H -1.58932 1.84090 0.09644 0.36
H 2.93582 0.24395 1.03497 0.21
H -1.40685 -2.12426 -0.07632 0.38
```

=====

Entry from the OMol25 dataset: the molecule C5H10N2O (ωB97M-V/def2-TZVPD).

## Properties
Charge: 0
ΔE to the lowest compared entry with this formula, charge and spin: 3.486 eV
Frontier orbital gap: 7.867 eV
M: 114.15 g/mol
HOMO level: -8.40 eV

Geometry as XYZ:
```
18
Properties=species:S:1:pos:R:3:nbo_charge:R:1
O -2.18573 -0.69594 -1.19130 -0.29
N -1.94894 -0.16220 -0.09942 0.18
N -0.00842 -2.18992 0.20967 -0.81
C 1.81862 -0.69990 0.12256 -0.53
C -0.17919 1.23418 -1.16436 -0.61
C -0.44132 1.12194 1.35566 -0.61
C -0.50372 0.31473 0.03751 -0.04
C 0.48905 -0.89270 0.12232 0.21
H 0.56663 1.99543 -0.90760 0.22
H 0.22832 0.66226 -2.00730 0.23
H -1.06548 1.76349 -1.53418 0.22
H 2.51032 -1.53393 0.19766 0.20
H 2.25774 0.29103 0.07082 0.20
H 0.64345 -2.90652 -0.09813 0.38
H -1.40864 1.56405 1.62289 0.23
H -0.92064 -2.30273 -0.23527 0.38
H -0.13478 0.49364 2.20142 0.23
H 0.28275 1.94309 1.29702 0.22
```

=====

Entry from the OMol25 dataset: a cluster of 2 separate species, C5H10N2O in total (ωB97M-V/def2-TZVPD).

## Properties
Charge: 0
ΔE to the lowest compared entry with this formula, charge and spin: 5.807 eV
Frontier orbital gap: 8.966 eV
M: 114.15 g/mol
HOMO level: -7.93 eV

Geometry as XYZ:
```
18
Properties=species:S:1:pos:R:3:nbo_charge:R:1
O -1.35664 -0.64448 -0.28487 -0.58
N -0.41991 -0.73435 2.03125 -0.21
N 0.64919 -0.49663 1.59735 -0.24
C 0.58964 0.61849 -1.35079 -0.31
C -0.70751 -0.72346 3.48648 -0.46
C 0.84072 -0.91544 -1.57599 -0.55
C 0.16934 1.42163 -2.64411 -0.60
C -0.31938 -0.37140 -0.82072 0.63
H 0.81093 1.50892 -3.51610 0.22
H 1.19389 1.09096 -0.63795 0.24
H -1.00161 0.30177 3.64749 0.22
H -0.77201 0.94928 -2.88886 0.21
H -1.54422 -1.46201 3.54873 0.20
H 0.02812 2.34195 -2.22504 0.21
H 1.74788 -1.34239 -1.08446 0.24
H 0.76296 -1.44801 -2.47947 0.23
H 0.23672 -1.19315 4.07448 0.23
H -1.39860 -0.89458 1.35921 0.33
```

=====

Entry from the OMol25 dataset: the molecule C5H10N2O (ωB97M-V/def2-TZVPD).

## Properties
Charge: 0
ΔE to the lowest compared entry with this formula, charge and spin: 5.740 eV
Frontier orbital gap: 9.293 eV
M: 114.15 g/mol
HOMO level: -8.59 eV

Geometry as XYZ:
```
18
Properties=species:S:1:pos:R:3:nbo_charge:R:1
O -1.35883 1.46020 1.13335 -0.63
N 0.64507 2.39654 0.18800 -0.87
N -1.31892 -1.73809 -0.86937 -0.89
C -0.29150 1.40348 0.51809 0.68
C -0.00446 -0.81980 1.50244 -0.38
C 1.15613 -0.07858 -0.90454 -0.61
C 0.27287 0.06649 0.43323 -0.28
C -1.01182 -0.75149 0.31018 0.00
H 0.20559 3.31357 0.08533 0.43
H -0.25693 -0.57539 2.44923 0.24
H 2.28959 0.37931 -0.93916 0.20
H -0.53559 -2.49139 -1.22654 0.37
H -2.12142 -0.28969 0.32094 0.26
H 0.25108 -2.09501 1.46862 0.23
H -1.67933 -0.99980 -1.67864 0.37
H 1.54304 1.83347 -0.07232 0.44
H 1.43710 -1.22152 -0.89475 0.23
H 0.77833 0.20770 -1.82410 0.22
```

=====

Entry from the OMol25 dataset: the molecule C5H10N2O (ωB97M-V/def2-TZVPD).

## Properties
Charge: 0
ΔE to the lowest compared entry with this formula, charge and spin: 3.912 eV
Frontier orbital gap: 8.607 eV
M: 114.15 g/mol
HOMO level: -7.84 eV

Geometry as XYZ:
```
18
Properties=species:S:1:pos:R:3:nbo_charge:R:1
O -1.72325 -0.82833 -0.80398 -0.53
N -1.86305 1.00334 2.15605 -0.82
N 1.45361 -1.03029 -2.04564 -0.85
C 0.27599 0.47605 1.28226 -0.33
C -1.02046 0.77771 1.05706 0.03
C 0.57022 -0.65326 -0.95594 -0.15
C -0.84627 -0.33213 -1.49193 0.41
C 1.26330 0.22650 0.17556 -0.43
H 0.14576 -1.68176 -0.36318 0.22
H 1.75974 -0.01022 -2.44518 0.35
H 1.55507 1.19144 -0.21992 0.20
H -1.38374 1.22572 0.11433 0.20
H -2.84715 0.80320 2.05518 0.38
H -1.49592 0.62608 3.07832 0.37
H -1.08969 0.14448 -2.48295 0.15
H 2.16731 -1.64455 -1.73813 0.38
H 2.39983 -0.27682 0.39322 0.22
H 0.67869 -0.01715 2.23488 0.20
```

=====

Entry from the OMol25 dataset: a structure of composition C5H10N2O (ωB97M-V/def2-TZVPD).

## Properties
Charge: 0
ΔE to the lowest compared entry with this formula, charge and spin: 4.386 eV
Frontier orbital gap: 8.460 eV
M: 114.15 g/mol
HOMO level: -7.84 eV

Geometry as XYZ:
```
18
Properties=species:S:1:pos:R:3:nbo_charge:R:1
O -0.28818 -3.28958 1.66037 -0.55
N -0.13594 -0.36466 -1.63705 -0.88
N -1.41307 -1.11184 0.32525 -0.84
C 0.05208 -2.28667 1.21897 0.47
C 0.50964 0.21482 0.63909 0.02
C -0.97175 1.45871 0.02058 -0.57
C 1.83297 0.74771 0.23030 -0.69
C -0.52265 -0.27528 -0.24878 0.31
H 0.53366 -1.11792 -1.75927 0.38
H -2.01172 -1.56982 -0.35798 0.34
H 0.26243 0.18125 1.69143 0.24
H -1.67143 1.51214 -0.81106 0.24
H -0.94243 -0.53748 -2.22572 0.37
H 1.91577 0.85396 -0.84955 0.24
H -1.51897 1.53466 0.95477 0.23
H 2.03299 1.71623 0.70006 0.22
H -0.26967 2.27715 -0.12902 0.21
H 2.60627 0.05662 0.57762 0.25
```